ORCA calculation (ωB97M-V/def2-TZVPD) on C18H28AlClF2Li2O9 as an isolated structure.

XYZ file:
```
61
Properties=species:S:1:pos:R:3:forces:R:3:mulliken_charge:R:1
C 1.22285 -2.98358 -2.35121 0.443 0.521 0.414 -0.219
C 2.17281 -2.28695 -2.06003 -0.513 -0.699 0.181 -0.238
C 3.43967 -1.88187 -1.66401 0.307 0.063 -0.564 1.118
C 4.57007 -1.84454 -2.40168 0.761 0.128 0.821 -1.216
C 4.84539 -2.16555 -3.82625 -0.351 -0.685 0.279 -0.637
C 4.30987 -1.17606 -4.85110 0.465 0.468 -0.692 0.175
C 4.45821 0.28026 -4.46727 -0.505 0.325 -0.199 -1.403
Cl 2.62163 -1.53141 -5.37037 -0.076 -0.106 0.303 -0.196
C 5.65250 -1.39007 -1.46138 -0.078 0.003 -1.409 0.548
O 6.80281 -1.26951 -1.71280 0.166 0.043 0.642 -0.474
O 5.09273 -1.14434 -0.20811 0.230 0.158 0.506 -0.348
C 3.76797 -1.40646 -0.29241 -0.725 0.013 -0.166 0.440
O 2.98690 -1.26610 0.60023 0.312 0.085 0.446 -0.505
H 0.36892 -3.68879 -2.55598 -1.216 -1.138 -0.695 0.607
H 4.35122 -3.12313 -4.03055 0.018 -0.161 -0.259 0.306
H 5.91439 -2.27709 -4.01004 0.189 0.244 -0.145 0.506
H 4.92778 -1.33293 -5.74059 0.205 -0.152 -0.007 0.409
H 4.24625 0.49912 -3.42106 0.037 -0.062 0.171 0.243
H 3.72971 0.84098 -5.04269 -0.101 0.174 -0.072 0.471
H 5.42434 0.67543 -4.75643 0.392 -0.257 0.161 0.307
O 2.04179 1.21260 1.79172 -0.691 -1.539 0.330 -0.602
H 2.68863 0.52917 1.52326 0.560 0.817 -0.247 0.410
Li 4.91877 -4.22509 -1.76731 -0.316 0.366 -0.416 0.956
Al 0.88083 -0.03347 2.28806 0.219 0.808 0.096 0.355
C -2.07044 -0.28189 -0.03877 -0.227 -0.090 -0.266 0.112
C -1.58887 -0.69770 -1.42518 0.274 0.030 0.464 -0.321
O -2.67342 -1.12692 -2.24708 0.116 -0.070 0.094 -0.423
C -3.65796 -0.18087 -2.42418 -0.068 -0.234 -1.070 0.264
C -3.21696 1.11854 -3.07477 -0.006 0.236 0.288 -0.965
H -2.60114 -1.10480 0.44443 0.076 -0.059 0.052 0.398
H -1.24670 0.01145 0.61179 -0.034 -0.020 -0.118 -0.453
H -2.75395 0.57263 -0.08522 0.220 0.141 0.156 0.017
H -0.90905 -1.54386 -1.35480 -0.149 -0.113 -0.083 0.168
H -1.02754 0.10923 -1.90415 -0.082 0.017 -0.057 0.253
H -4.12058 0.01059 -1.44173 0.667 0.191 -0.179 -0.683
H -4.42580 -0.64582 -3.04927 0.005 -0.094 0.042 0.647
H -2.45584 1.63192 -2.48851 -0.038 0.025 0.026 0.288
H -4.06409 1.79909 -3.19103 -0.002 -0.024 -0.066 0.362
H -2.79753 0.91216 -4.05700 -0.042 -0.077 -0.019 0.327
C -0.35242 1.41554 6.07349 0.933 1.016 -0.276 -0.535
C -1.31915 0.32021 6.64334 -1.127 -1.391 0.759 0.756
O -1.09739 -0.00113 7.80635 0.471 0.537 -0.113 -0.497
O -2.17020 -0.05159 5.82000 0.987 -0.310 0.445 -0.447
H 0.37557 1.72086 6.81729 -0.105 -0.207 0.190 0.312
H 0.16428 1.00957 5.20525 -0.177 -0.292 -0.049 -0.002
H -0.93546 2.28294 5.77220 -0.103 -0.155 0.172 0.292
F 6.85722 -1.51108 -6.05070 -0.345 -0.077 0.333 -0.763
F -0.62340 -4.78808 -2.94777 0.641 0.772 0.434 -0.846
Li -5.34854 0.24970 -0.59265 -0.594 0.192 1.009 0.940
C -3.18681 1.75865 4.36469 -0.503 -0.357 -0.986 -0.876
C -3.77081 2.13190 3.04026 0.100 0.262 0.109 0.878
O -4.17180 1.28203 2.26538 -0.254 -0.160 -0.529 -0.608
C -3.83464 3.59768 2.70347 -0.199 -0.135 -0.333 -1.201
H -3.19519 0.67853 4.48013 -0.280 0.581 -0.320 0.459
H -2.15529 2.11006 4.42552 -0.188 0.181 -0.015 -0.075
H -3.77832 2.20616 5.16963 -0.117 0.081 0.297 0.485
H -2.83051 4.02315 2.70047 -0.015 0.068 0.154 0.316
H -4.44993 4.11646 3.43923 0.133 0.039 0.101 0.349
H -4.27576 3.72968 1.71670 0.005 0.033 -0.006 0.319
O -5.51661 2.38244 6.21924 0.170 0.143 -0.060 -0.533
H -6.21100 1.74193 6.44199 0.126 -0.095 -0.059 0.274
```
Forces are in eV/Å.

Calculated values
multiplicity	1
charge	0
Kohn-Sham gap	0.9	eV
LUMO energy	-6.503	eV